Record 1
Molecular formula: C10H12N2O
Method: DFT, wB97M-V/def2-TZVPD

Positions of all 25 atoms, in Å:
O (-2.418, -0.413, 1.484)
C (-1.700, -0.986, 0.481)
C (-0.254, -0.505, 0.567)
N (0.649, -1.095, -0.450)
C (1.335, -2.224, -0.170)
C (2.179, -2.470, -1.219)
C (1.998, -1.444, -2.137)
C (1.040, -0.596, -1.628)
N (-0.359, 0.910, 0.504)
C (-0.696, 1.790, -0.494)
C (-0.650, 3.057, -0.032)
C (-0.426, 2.978, 1.390)
C (-0.204, 1.679, 1.676)
H (-1.826, 0.283, 1.809)
H (-1.818, -2.048, 0.635)
H (-2.153, -0.883, -0.545)
H (0.169, -0.783, 1.563)
H (1.372, -2.822, 0.672)
H (2.821, -3.235, -1.275)
H (2.609, -1.391, -3.084)
H (0.370, -0.065, -2.348)
H (-0.601, 1.508, -1.481)
H (-1.024, 3.895, -0.663)
H (-0.424, 3.720, 2.237)
H (0.007, 1.142, 2.506)

Cartesian forces, eV/Å:
O -0.6 1.2 1.2
C -0.1 -2.2 -1.8
C -0.1 -1.0 -1.1
N -1.6 0.2 2.7
C 1.2 -0.1 -1.8
C -1.8 2.1 0.6
C 1.4 0.1 -1.6
C -0.5 0.4 -3.3
N 1.2 2.1 1.5
C 1.1 -0.6 0.7
C -1.5 1.4 0.6
C 0.0 1.3 1.0
C -0.6 -0.2 -3.4
H -1.0 0.3 0.3
H 0.7 -0.7 0.0
H 0.6 0.7 0.6
H -0.4 0.3 -0.8
H -0.7 -0.4 2.0
H 2.3 -2.6 -0.2
H -1.3 0.3 1.1
H 0.8 0.2 1.4
H -0.5 -0.6 -1.8
H 0.8 -0.5 0.8
H 0.0 -0.5 -1.6
H 0.7 -1.1 2.8

Its gap between HOMO and LUMO is 9.371 eV. As for the HOMO energy: -0.313 Ha. The energy above the lowest of the compared OMol25 structures with the same formula, charge and spin comes out at 79.16 kcal/mol. The calculation puts the lowest unoccupied orbital energy at 0.86 eV. Its charge is 0. As for the SMILES: OCC(n1cccc1)n1cccc1. As for the strongest force on any atom: 3.48 eV/Å.



Record 2
Molecular formula: C19H31N3O2S
Method: DFT, wB97M-V/def2-TZVPD

Positions of all 56 atoms, in Å:
C (-5.477, -0.400, -2.822)
C (-5.640, -0.223, -1.318)
C (-4.289, -0.202, -0.608)
C (-4.462, -0.018, 0.903)
N (-3.256, 0.012, 1.718)
C (-2.492, -1.202, 1.776)
N (-1.567, -1.308, 0.662)
C (-1.118, -0.246, -0.047)
S (-0.176, -0.537, -1.379)
N (-1.524, 0.982, 0.341)
C (-0.964, 2.179, -0.234)
C (0.177, 2.765, 0.620)
C (1.314, 1.786, 0.664)
C (1.328, 0.743, 1.576)
C (2.291, -0.242, 1.486)
C (3.273, -0.221, 0.503)
O (4.221, -1.218, 0.397)
C (3.828, -2.547, 0.679)
C (2.722, -3.040, -0.247)
C (3.318, 0.873, -0.378)
O (4.206, 1.109, -1.382)
C (5.429, 0.408, -1.501)
C (6.417, 0.762, -0.395)
C (2.323, 1.843, -0.280)
C (-2.376, 1.125, 1.516)
H (-4.888, 0.413, -3.239)
H (-6.447, -0.412, -3.314)
H (-4.967, -1.335, -3.043)
H (-6.247, -1.040, -0.918)
H (-6.170, 0.711, -1.116)
H (-3.764, -1.137, -0.811)
H (-3.685, 0.612, -1.015)
H (-5.083, -0.828, 1.297)
H (-4.988, 0.922, 1.094)
H (-3.164, -2.063, 1.771)
H (-1.928, -1.205, 2.724)
H (-1.303, -2.211, 0.304)
H (-0.575, 1.918, -1.221)
H (-1.766, 2.917, -0.344)
H (-0.191, 2.979, 1.626)
H (0.498, 3.700, 0.160)
H (0.580, 0.681, 2.354)
H (2.265, -1.060, 2.190)
H (4.742, -3.129, 0.528)
H (3.528, -2.656, 1.729)
H (3.061, -3.018, -1.280)
H (1.845, -2.400, -0.170)
H (2.447, -4.059, 0.014)
H (5.818, 0.740, -2.470)
H (5.267, -0.672, -1.537)
H (7.379, 0.301, -0.603)
H (6.545, 1.841, -0.341)
H (6.055, 0.401, 0.563)
H (2.351, 2.643, -1.004)
H (-2.966, 2.038, 1.395)
H (-1.757, 1.228, 2.422)

Cartesian forces, eV/Å:
C -0.2 0.0 0.2
C 0.3 0.0 -0.1
C -0.4 0.0 0.2
C 0.1 0.0 -0.3
N 0.1 0.0 0.1
C 0.1 0.0 0.5
N -0.2 0.0 0.2
C -0.1 -0.2 -0.2
S 0.4 -0.2 -0.7
N -0.1 -0.3 0.2
C 0.2 0.4 -0.2
C -0.1 -0.2 -0.2
C 0.2 0.1 0.1
C 0.1 0.1 0.0
C 0.1 -0.1 0.0
C 0.1 0.0 -0.1
O 0.0 0.5 -0.1
C -0.2 -0.5 0.0
C 0.2 0.3 0.2
C -0.2 0.0 0.1
O -0.3 0.0 0.0
C 0.6 -0.2 0.0
C -0.4 0.0 -0.2
C 0.1 -0.1 0.2
C -0.1 0.1 0.4
H 0.1 0.1 -0.1
H 0.0 0.0 -0.1
H 0.1 -0.1 -0.1
H -0.1 0.0 0.1
H -0.1 0.0 0.1
H 0.1 0.0 0.0
H 0.1 0.0 0.0
H -0.1 0.1 0.0
H -0.1 -0.1 0.0
H 0.1 0.1 0.0
H -0.1 -0.1 -0.1
H 0.0 0.1 -0.1
H -0.1 0.1 0.1
H 0.0 0.0 0.0
H 0.0 0.1 0.0
H 0.0 0.1 0.1
H -0.1 0.0 0.1
H 0.0 -0.1 0.0
H -0.1 0.0 0.1
H 0.1 0.0 -0.1
H 0.0 0.0 -0.1
H -0.1 0.0 0.0
H 0.0 -0.1 0.0
H 0.0 -0.1 0.1
H 0.0 0.2 -0.1
H 0.1 -0.1 0.0
H 0.1 0.1 0.0
H 0.0 0.0 0.1
H 0.0 0.1 -0.1
H 0.1 0.0 0.0
H -0.1 0.1 -0.1

Its gap between HOMO and LUMO is 8.329 eV. As for the HOMO energy: -0.284 Ha. The energy above the lowest of the compared OMol25 structures with the same formula, charge and spin comes out at 8.35 kcal/mol. The calculation puts the lowest unoccupied orbital energy at 0.61 eV. Its charge is 0. As for the SMILES: CCCCN1CNC(=S)N(CCc2ccc(OCC)c(OCC)c2)C1. As for the strongest force on any atom: 0.85 eV/Å.



Record 3
Molecular formula: C9H18KN3O9S
Method: DFT, wB97M-V/def2-TZVPD

Positions of all 41 atoms, in Å:
K (-9.235, -22.074, 24.417)
C (-9.254, -19.855, 20.795)
O (-8.965, -20.839, 21.757)
H (-8.478, -19.109, 20.624)
H (-9.570, -20.304, 19.853)
H (-10.025, -19.156, 21.121)
C (-10.858, -18.545, 24.461)
N (-9.388, -18.658, 24.432)
O (-8.986, -19.422, 25.241)
O (-8.705, -18.012, 23.693)
H (-11.380, -19.345, 24.986)
H (-11.127, -18.432, 23.411)
H (-11.048, -17.683, 25.101)
C (-9.018, -19.356, 16.959)
N (-7.573, -19.222, 17.027)
O (-7.000, -18.461, 16.260)
O (-7.017, -19.877, 17.845)
H (-9.560, -18.641, 17.578)
H (-9.433, -20.327, 17.232)
H (-9.240, -19.020, 15.946)
C (-7.192, -16.070, 19.680)
C (-5.776, -16.398, 19.926)
O (-5.253, -15.152, 20.097)
S (-5.797, -13.910, 19.147)
O (-5.551, -14.199, 17.714)
O (-5.616, -12.563, 19.693)
O (-7.230, -14.671, 19.561)
H (-7.859, -16.483, 20.437)
H (-7.525, -16.402, 18.697)
H (-5.432, -16.894, 19.018)
H (-5.615, -17.048, 20.786)
N (-11.516, -22.654, 22.159)
C (-11.992, -23.700, 22.848)
C (-12.984, -23.358, 23.644)
C (-13.068, -21.980, 23.599)
C (-12.068, -21.508, 22.646)
H (-10.723, -22.663, 21.534)
H (-11.506, -24.662, 22.791)
H (-13.431, -23.986, 24.401)
H (-13.737, -21.284, 24.082)
H (-11.788, -20.587, 22.157)

Cartesian forces, eV/Å:
K 0.0 0.5 -1.0
C 0.2 -1.0 1.6
O -0.5 0.3 0.1
H 1.0 -0.2 -0.4
H 0.0 0.1 -0.5
H -1.1 0.2 0.2
C -0.6 1.1 -0.6
N -1.1 0.7 -1.0
O 2.0 -2.7 2.5
O -0.3 0.5 -0.4
H 0.7 -0.4 -0.5
H -0.5 0.2 0.3
H -0.1 0.4 -0.6
C -1.9 0.9 -1.2
N 0.4 0.7 -0.4
O -0.6 0.1 0.0
O 1.1 -1.2 1.6
H 0.7 0.2 0.4
H 0.8 -0.1 -0.2
H -0.3 -0.5 -0.1
C -1.8 -0.4 -1.4
C -0.1 -1.5 -1.3
O 5.6 3.5 0.9
S -1.7 -3.8 -0.7
O -0.2 1.1 3.4
O -0.5 -3.6 -0.7
O -2.1 4.0 -0.6
H -0.2 0.8 0.2
H -0.1 -0.6 0.1
H 0.7 -0.1 0.1
H 0.3 0.5 0.1
N 0.9 0.8 0.3
C 2.2 -3.0 -1.8
C -1.4 0.2 2.7
C 1.5 3.6 -1.9
C -2.2 -1.4 1.0
H 0.2 0.3 0.0
H -0.2 -0.1 -0.4
H -0.2 -0.1 -0.3
H -0.1 -0.3 0.2
H -0.2 0.1 0.4

Its gap between HOMO and LUMO is 6.153 eV. As for the HOMO energy: -0.253 Ha. The calculation puts the lowest unoccupied orbital energy at -0.74 eV. Its charge is 0. As for the strongest force on any atom: 6.72 eV/Å.



Record 4
Molecular formula: C12H26Br2F6NOP
Method: DFT, wB97M-V/def2-TZVPD

Positions of all 49 atoms, in Å:
C (2.763, 3.213, -0.872)
C (2.249, 2.655, 0.460)
C (3.051, 1.434, 0.918)
Br (3.885, 1.757, 2.653)
N (2.276, 0.124, 1.105)
C (0.956, -0.009, 0.362)
C (0.968, 0.178, -1.155)
C (-0.346, 0.864, -1.548)
C (-1.573, -0.009, -1.213)
C (-2.615, 0.770, -0.420)
O (-2.137, 1.048, 0.902)
C (-2.325, -0.043, 1.792)
C (3.193, -1.088, 1.093)
C (3.529, -1.848, -0.186)
C (2.457, -2.787, -0.754)
Br (4.354, -0.708, -1.549)
H (2.042, 3.914, -1.294)
H (2.976, 2.431, -1.603)
H (3.697, 3.759, -0.717)
H (2.363, 3.435, 1.213)
H (1.182, 2.440, 0.408)
H (3.897, 1.226, 0.269)
H (1.977, 0.160, 2.081)
H (0.557, -0.973, 0.682)
H (0.293, 0.734, 0.813)
H (1.823, 0.771, -1.478)
H (1.033, -0.784, -1.665)
H (-0.432, 1.796, -0.978)
H (-0.325, 1.107, -2.613)
H (-1.274, -0.860, -0.589)
H (-2.024, -0.449, -2.105)
H (-2.800, 1.739, -0.894)
H (-3.558, 0.230, -0.367)
H (-2.673, 0.353, 2.748)
H (-1.382, -0.586, 1.969)
H (-3.072, -0.746, 1.415)
H (2.731, -1.809, 1.774)
H (4.113, -0.746, 1.568)
H (4.379, -2.458, 0.122)
H (2.680, -3.810, -0.444)
H (1.453, -2.544, -0.412)
H (2.446, -2.772, -1.843)
F (-6.046, -2.542, 1.385)
P (-6.132, -1.610, 0.053)
F (-4.615, -2.267, -0.189)
F (-7.337, -2.560, -0.474)
F (-7.293, -0.777, 0.839)
F (-6.040, -1.198, -1.535)
F (-5.325, -0.153, 0.272)

Cartesian forces, eV/Å:
C 0.2 0.0 0.1
C 0.1 0.1 0.0
C 0.1 0.0 0.1
Br 0.1 0.0 0.1
N 0.0 0.0 -0.2
C -0.1 0.1 0.1
C -0.1 0.1 0.1
C 0.0 -0.3 0.0
C 0.0 0.1 0.2
C 0.0 -0.1 -0.2
O 0.1 -0.1 -0.1
C -0.1 0.0 0.1
C 0.1 -0.1 0.2
C 0.1 -0.1 0.1
C 0.0 0.0 -0.1
Br 0.0 0.0 0.0
H 0.0 -0.1 0.0
H -0.2 0.1 0.0
H -0.1 0.0 0.0
H -0.2 -0.1 0.0
H 0.1 0.0 0.0
H -0.2 -0.1 -0.1
H 0.0 0.1 0.0
H 0.1 0.0 -0.1
H 0.0 -0.1 0.0
H 0.0 -0.1 0.1
H 0.1 0.1 0.0
H 0.0 0.0 -0.2
H 0.0 0.1 0.1
H -0.1 0.0 -0.1
H 0.0 0.1 0.0
H 0.0 0.0 0.1
H 0.1 0.0 0.0
H 0.0 0.0 0.0
H -0.1 0.0 0.0
H 0.0 0.0 0.0
H 0.0 0.1 -0.1
H -0.1 0.0 -0.1
H -0.1 0.1 0.0
H -0.1 0.1 0.0
H 0.0 0.0 0.0
H 0.0 0.0 0.1
F 0.2 0.7 0.4
P -0.1 0.6 -0.2
F -0.5 -0.3 -0.6
F 0.8 -1.0 0.0
F -0.4 0.2 -0.8
F -0.6 0.6 0.2
F 0.5 -0.8 1.0

Its gap between HOMO and LUMO is 8.648 eV. As for the HOMO energy: -0.355 Ha. The calculation puts the lowest unoccupied orbital energy at -1.01 eV. Its charge is 0. As for the strongest force on any atom: 1.38 eV/Å.



Record 5
Molecular formula: CH3N5
Method: DFT, wB97M-V/def2-TZVPD

Positions of all 9 atoms, in Å:
N (-2.051, -0.129, 0.085)
C (-0.774, -0.049, -0.080)
N (0.094, 1.041, -0.116)
N (1.412, 0.675, 0.102)
N (1.406, -0.613, 0.081)
N (0.175, -1.041, -0.163)
H (-2.544, 0.712, 0.275)
H (-0.108, 2.060, -0.012)
H (0.045, -2.007, 0.295)

Cartesian forces, eV/Å:
N 1.9 -1.7 -0.5
C -1.4 1.8 0.8
N 0.5 1.9 0.3
N -1.1 -2.2 -0.5
N 1.6 2.8 0.0
N -1.3 -4.0 1.5
H 0.0 0.9 -0.1
H 0.0 -1.7 -0.1
H -0.3 2.1 -1.4

Its gap between HOMO and LUMO is 9.849 eV. As for the HOMO energy: -0.329 Ha. The energy above the lowest of the compared OMol25 structures with the same formula, charge and spin comes out at 22.98 kcal/mol. The calculation puts the lowest unoccupied orbital energy at 0.89 eV. Its charge is 0. As for the SMILES: N=c1[nH]nn[nH]1. As for the strongest force on any atom: 4.43 eV/Å.



Record 6
Molecular formula: C3H3CrO2
Method: DFT, wB97M-V/def2-TZVPD

Positions of all 9 atoms, in Å:
C (0.747, 0.067, 0.529)
C (1.632, 0.677, -0.255)
H (2.706, 0.501, -0.123)
H (0.881, -0.473, 1.469)
H (1.325, 1.305, -1.096)
O (-1.990, -0.883, -0.169)
C (-1.419, 0.122, 0.155)
O (-1.611, 1.261, 0.402)
Cr (-2.271, -2.578, -0.910)

Cartesian forces, eV/Å:
C 5.1 0.6 -1.3
C -3.9 -0.1 0.7
H 0.6 -1.0 -0.2
H -1.6 0.6 1.1
H 0.4 1.0 0.1
O 1.2 -0.9 0.1
C -4.1 3.9 0.2
O 3.1 -2.6 -0.1
Cr -0.7 -1.5 -0.6

Its gap between HOMO and LUMO (alpha / beta) is 7.749 / 7.739 eV. As for the spin multiplicity: 5. As for the HOMO energy (alpha / beta): -0.953 / -0.953 Ha. The energy above the lowest of the compared OMol25 structures with the same formula, charge and spin comes out at 24.86 kcal/mol. The calculation puts the lowest unoccupied orbital energy (alpha / beta) at -18.18 / -18.20 eV. Its charge is +3. As for the strongest force on any atom: 5.66 eV/Å.